DFT (ωB97M-V/def2-TZVPD) results for a structure of composition C30H44BrClN2P2Tc.

```
81
Properties=species:S:1:pos:R:3:forces:R:3:mulliken_charge:R:1
N 2.69059 1.27367 -6.34527 0.03 0.04 -0.28 -0.410
C 3.44205 1.06185 -5.26387 0.35 0.65 -2.26 -0.495
C 2.89694 0.73810 -4.02107 -1.29 -0.84 1.13 0.039
C 1.52122 0.45759 -3.95996 -0.49 -0.19 0.82 -0.049
C 0.71880 0.75803 -5.06945 0.12 -0.33 1.55 0.065
C 1.37352 1.15668 -6.25429 0.96 0.82 -1.00 -0.421
C 1.03622 -0.37486 -2.80655 0.03 -1.26 -2.61 -0.282
Tc -0.23946 0.11915 -1.37382 2.23 2.67 2.26 -0.649
P -1.53999 -1.05481 -0.02657 -1.45 -2.80 0.68 1.484
C -0.28832 -1.07724 -2.99644 1.22 -1.65 -1.59 0.511
C -0.27162 -2.59119 -3.00135 -0.28 1.28 0.95 0.069
C -1.44310 -3.31883 -3.30958 -0.13 -1.28 -0.15 -0.271
C -1.50835 -4.69126 -3.05413 -0.73 1.18 -0.51 -0.658
C -0.43096 -5.33577 -2.40427 0.17 -0.89 0.06 -0.233
C 0.79629 -4.65771 -2.24896 0.77 1.56 -0.23 -0.430
C 0.86546 -3.29542 -2.55487 0.28 -1.44 0.50 -0.593
Br -0.60108 -7.05207 -1.74678 0.03 0.72 -0.45 0.230
H 1.91085 -0.96818 -2.50566 -0.60 0.11 0.30 0.438
H -0.97839 -0.68859 -3.76135 0.30 -0.03 0.30 0.455
H 3.55773 0.61308 -3.16357 -0.21 0.05 -0.08 0.562
H -0.36356 0.61819 -5.08766 0.38 0.00 0.03 0.425
H 4.51991 1.13458 -5.40536 -0.10 0.19 0.05 0.463
H 0.76496 1.34696 -7.14176 0.37 -0.12 -0.04 0.465
H -2.30080 -2.79465 -3.73881 0.26 -0.34 -0.01 0.761
H 1.80651 -2.78535 -2.34588 -0.31 -0.32 -0.26 0.430
H -2.39200 -5.26470 -3.34044 0.17 0.18 0.25 0.514
H 1.69414 -5.14205 -1.87082 -0.33 -0.16 0.01 0.538
P -1.42842 2.05436 -1.71958 -1.78 1.94 -1.08 1.146
C -1.00332 -2.77903 0.31485 0.68 -0.08 -0.20 0.600
C -2.17314 -3.72373 0.58969 -0.06 -0.19 0.10 -1.435
H -0.32579 -2.71581 1.18105 -0.18 -0.12 -0.21 0.679
H -0.39145 -3.12888 -0.53139 -0.33 0.09 0.37 -0.758
H -1.82384 -4.76000 0.71156 0.00 0.39 0.13 0.415
H -2.67691 -3.41116 1.51478 -0.08 -0.28 -0.30 0.331
H -2.89188 -3.72486 -0.23905 0.33 -0.10 0.34 0.213
C -3.08544 -1.30357 -1.13153 -0.57 0.67 0.40 0.353
C -4.44243 -1.71361 -0.55341 -0.29 0.07 0.06 -1.339
H -2.77184 -2.04302 -1.88874 0.32 0.25 0.67 -0.164
H -3.19942 -0.35767 -1.69807 0.12 -0.46 0.43 -0.587
H -5.22056 -1.62070 -1.33452 0.37 0.07 0.39 0.425
H -4.44712 -2.75631 -0.22179 -0.16 0.45 0.02 0.378
H -4.70785 -1.06685 0.29074 -0.16 -0.21 -0.19 0.357
C -1.12804 -0.27835 1.68278 -0.48 1.24 -0.40 -0.069
C -1.76730 -0.74761 2.98403 -0.51 -0.17 0.01 -1.376
H -1.32819 0.79610 1.54121 0.07 -0.24 0.27 0.263
H -0.03387 -0.36960 1.77108 -0.34 -0.27 -0.49 0.052
H -1.36022 -0.17482 3.83744 -0.06 -0.15 -0.53 0.428
H -2.84013 -0.56127 2.95006 -0.03 -0.14 0.20 0.386
H -1.58727 -1.80543 3.18986 -0.04 0.09 -0.08 0.330
C -1.75390 2.88646 -0.11533 0.21 -0.41 0.48 -0.411
C -1.93656 4.39369 -0.24209 0.08 0.49 -0.12 -1.349
H -0.92169 2.66955 0.56753 -0.13 0.09 -0.03 0.438
H -2.64244 2.41956 0.33343 0.11 -0.02 -0.21 0.488
H -0.97954 4.89850 -0.39984 -0.12 -0.06 0.02 0.324
H -2.59516 4.67379 -1.06995 -0.02 -0.03 0.25 0.335
H -2.35968 4.79502 0.68446 0.02 -0.12 -0.18 0.433
C -3.08480 2.14413 -2.55398 -0.13 -0.39 0.26 -1.056
C -3.16399 1.78798 -4.03866 0.05 0.01 -0.28 -0.971
H -3.45217 3.17256 -2.40507 0.21 -0.29 0.09 0.551
H -3.75028 1.49083 -1.97712 0.02 0.23 -0.01 0.555
H -2.77403 2.59400 -4.67012 -0.12 -0.13 0.11 0.375
H -2.62291 0.87094 -4.30369 -0.05 -0.01 0.16 0.036
H -4.21329 1.61825 -4.32215 0.34 0.16 0.08 0.437
C -0.48754 3.25339 -2.74901 0.37 -0.22 -0.26 -0.717
C 0.94260 3.58575 -2.34636 0.42 0.09 0.07 -1.192
H -1.08724 4.17382 -2.81219 -0.01 -0.34 0.05 0.747
H -0.46845 2.82127 -3.75612 -0.23 0.03 0.06 0.389
H 1.48707 4.00296 -3.20800 -0.24 0.10 0.39 0.418
H 0.97770 4.31029 -1.52273 0.08 -0.15 -0.24 0.228
H 1.50772 2.69740 -2.04326 -0.03 0.01 0.02 0.096
Cl 3.43575 -2.44047 1.93125 0.09 0.12 -0.05 -0.112
C 2.83075 -0.92247 1.41467 -0.07 -0.72 -0.38 0.210
C 3.06149 0.23215 2.16171 -0.32 0.20 -0.41 -0.495
C 2.52100 1.41845 1.67209 -0.01 0.00 0.11 -0.975
C 1.71598 1.40916 0.53977 -0.24 -0.51 0.12 -0.219
N 1.41664 0.25225 -0.10033 1.38 0.05 -0.51 0.804
C 2.06407 -0.90002 0.24606 -0.36 1.06 0.71 -0.600
H 3.64462 0.17957 3.07894 -0.07 0.11 -0.18 0.531
H 2.68579 2.36162 2.17654 0.11 -0.03 0.02 0.521
H 1.27297 2.32886 0.14966 0.13 -0.36 0.18 0.367
H 1.91139 -1.79841 -0.36082 -0.05 0.36 0.39 0.229
```
Forces are in eV/Å.

The orbital gap (alpha / beta) is 6.32 / 4.45 eV. Its LUMO energy (alpha / beta) is -12.9 / -15.5 eV. For the HOMO energy (alpha / beta), the calculation gives -19.245 / -19.991 eV. Its net charge is +4. As for the energy relative to the best compared isomer or geometry (same formula, charge and spin): 0.0 kJ/mol. The spin multiplicity is 4.


DFT (ωB97M-V/def2-TZVPD) results for a structure of composition C30H44FeN2O6P2.

```
85
Properties=species:S:1:pos:R:3:forces:R:3:mulliken_charge:R:1
Fe 0.37205 -1.21613 -0.03495 0.55 -1.86 3.25 -0.636
C -0.62536 -2.82460 1.24301 0.20 1.01 1.17 0.177
C 0.70179 -3.22364 0.84271 0.23 0.96 0.68 0.690
C 0.88344 -1.40265 2.29166 0.90 -0.84 -0.57 0.475
C -0.50708 -1.71901 2.15348 -0.59 -1.51 -1.02 1.004
C 1.63294 -2.31536 1.47165 -0.86 -0.04 0.32 0.156
C -1.89143 -3.47983 0.84074 -0.43 -0.35 -0.05 -1.697
H -1.78532 -4.01011 -0.11292 -0.12 0.11 0.18 0.335
H -2.72350 -2.76535 0.76244 0.25 -0.22 0.01 0.408
H -2.16880 -4.22835 1.59263 -0.08 0.08 -0.13 0.338
C -1.59994 -1.02404 2.85282 -0.71 0.30 0.06 -0.878
H -2.58355 -1.43467 2.59329 0.26 -0.01 0.12 0.504
H -1.59483 0.04605 2.59783 0.10 -0.12 0.03 0.117
H -1.48014 -1.08340 3.94359 0.03 -0.13 -0.17 0.266
C 1.41740 -0.33144 3.14632 0.46 0.42 0.08 -0.714
H 1.08280 -0.44955 4.18510 0.04 -0.12 -0.13 0.167
H 1.03501 0.64596 2.81483 -0.10 -0.14 0.01 0.028
H 2.51014 -0.29908 3.12991 -0.14 -0.10 0.08 0.495
C 3.10822 -2.35452 1.34248 0.61 -0.11 0.06 -1.608
H 3.53726 -2.93491 2.16900 0.04 0.12 -0.14 0.315
H 3.55444 -1.34977 1.38067 -0.12 -0.31 -0.04 0.351
H 3.41881 -2.84804 0.41255 0.00 0.17 0.20 0.362
C 1.04440 -4.35879 -0.04250 0.10 -0.30 -0.38 -1.515
H 1.21394 -5.28719 0.52116 -0.04 0.23 -0.02 0.326
H 1.96545 -4.14604 -0.59853 -0.19 -0.17 0.01 0.351
H 0.22736 -4.56019 -0.74622 0.26 -0.04 0.05 0.339
C -1.39955 0.50425 -4.83300 -0.78 -0.35 -0.35 -0.055
C -1.59976 -0.77901 -5.18802 -0.59 0.72 -0.43 -0.633
C -0.75193 -1.55143 -6.15028 0.09 -0.16 -0.26 -0.935
C 0.75161 -1.17244 -6.16309 -0.49 -0.13 -0.39 -1.048
C 1.35314 -0.66543 -4.88021 0.37 0.51 -0.13 0.273
C 1.55346 0.64056 -4.62877 0.40 -0.47 -0.62 -0.564
C 0.84136 1.75929 -5.32914 0.23 0.43 -0.23 -1.287
C -0.65290 1.50922 -5.66737 0.65 0.20 -0.10 -0.880
H -1.13975 -1.44603 -7.17696 0.04 -0.15 0.24 0.350
H 0.91633 -0.44567 -6.97298 0.10 -0.15 0.37 0.296
H -0.84272 -2.61876 -5.89563 -0.09 0.28 -0.09 0.378
H -0.71617 1.23976 -6.73075 -0.16 -0.08 0.35 0.309
H -1.93837 0.92937 -3.97534 -0.32 -0.20 -0.53 0.558
H -2.53853 -1.28951 -4.92026 0.69 0.12 0.61 0.652
H -1.17023 2.47702 -5.55929 0.09 -0.40 -0.13 0.404
H 0.91462 2.65763 -4.69357 0.09 -0.29 -0.22 0.331
H 2.33115 1.00058 -3.94827 -0.62 -0.30 0.25 0.832
H 1.36493 2.00597 -6.26853 -0.11 0.07 0.29 0.461
H 1.30412 -2.08558 -6.44210 -0.09 0.42 0.00 0.431
H 1.71609 -1.44668 -4.20842 0.34 0.28 -0.19 0.287
P -1.23425 -0.23273 -1.08901 -0.98 0.93 -0.63 1.184
C -2.58749 0.83247 -0.67920 -0.73 0.49 -0.06 -0.920
C -1.73374 -1.65780 -2.09172 -0.33 0.08 -0.32 0.158
P 1.64544 0.16989 -1.14292 0.76 1.32 -0.55 1.254
C 0.07136 0.70356 -2.03810 0.08 -0.41 0.27 1.340
C 3.00591 -0.66206 -1.99952 0.30 -0.10 -0.60 -1.445
C 2.30322 1.61563 -0.29473 0.15 0.25 0.10 -0.994
H -2.31450 1.40216 0.22484 0.02 -0.09 -0.31 0.110
H -3.46881 0.20712 -0.46699 0.21 0.31 -0.09 0.449
H -2.78366 1.51222 -1.52323 -0.19 -0.17 0.38 0.432
H -1.65219 -1.39221 -3.14490 -0.14 -0.28 0.11 -0.811
H -2.77225 -1.89525 -1.82862 0.22 -0.08 -0.13 0.509
H -1.11114 -2.54336 -1.89088 -0.13 0.24 -0.02 0.119
H 2.50701 2.42396 -1.01025 0.01 -0.13 0.28 0.440
H 3.23294 1.30070 0.20258 -0.24 0.21 -0.14 0.429
H 1.58273 1.94597 0.46961 0.08 0.02 -0.25 0.113
H -0.09466 1.78475 -1.97278 0.15 -0.12 0.12 0.649
H 0.03176 0.38310 -3.07869 0.19 0.04 0.20 -2.383
H 3.93027 -0.44607 -1.44144 -0.33 -0.02 -0.15 0.409
H 3.11849 -0.35750 -3.04024 0.29 -0.14 0.27 0.512
H 2.83323 -1.74623 -1.96469 0.08 0.30 -0.07 0.283
O -0.69543 4.03527 1.98692 0.10 -1.43 0.08 -0.791
C -0.67753 2.90775 2.52688 -0.15 1.96 -0.44 -0.004
O -0.56684 1.76833 1.97485 0.07 -0.08 0.07 -0.373
C -0.80383 2.97925 4.05528 -0.11 -0.41 1.45 0.442
C -0.96857 4.20659 4.73778 -0.01 -0.25 0.50 -0.824
C -1.04869 4.24067 6.15343 0.25 -1.87 -1.34 -0.246
C -0.96992 3.06534 6.91896 0.04 0.05 -0.21 -0.196
C -0.80967 1.84995 6.24569 -0.08 1.60 -1.11 -0.995
C -0.73969 1.81699 4.83789 0.04 0.09 0.42 1.224
N -0.67809 0.63287 7.00667 0.13 -2.13 1.86 0.952
O -0.74468 0.69961 8.25048 0.11 0.01 -2.50 -0.589
O -0.49948 -0.44828 6.39846 -0.28 1.89 0.67 -0.589
N -1.18931 5.50112 6.82962 -0.31 2.89 1.31 0.976
O -1.26244 6.53973 6.13679 0.15 -2.14 1.18 -0.582
O -1.22585 5.50781 8.07716 0.08 -0.26 -2.28 -0.588
H -1.03471 5.13491 4.17595 0.06 -0.24 0.07 0.587
H -1.02046 3.08989 8.00423 0.01 0.08 -0.27 0.603
H -0.61683 0.85549 4.36312 -0.04 0.20 0.00 -0.161
```
Forces are in eV/Å.

The orbital gap (alpha / beta) is 7.56 / 5.22 eV. Its LUMO energy (alpha / beta) is -3.1 / -5.7 eV. For the HOMO energy (alpha / beta), the calculation gives -10.653 / -10.911 eV. Its net charge is +1. The spin multiplicity is 6.


| no. | E_tot (hartree) |
| --- | --- |
| 1 | -5075.05693 |
| 2 | -3676.33030 |